{"formula": "C3H32NO13", "method": "ωB97M-V/def2-TZVPD", "elements": ["C", "C", "C", "N", "H", "H", "H", "H", "H", "H", "H", "H", "O", "H", "H", "O", "H", "H", "O", "H", "H", "O", "H", "H", "O", "H", "H", "O", "H", "H", "O", "H", "H", "O", "H", "H", "O", "H", "H", "O", "H", "H", "O", "H", "H", "O", "H", "H", "O"], "positions_angstrom": [[-0.5159, 1.2799, 0.8195], [-0.5168, 0.1534, 0.0659], [-0.5703, 2.5122, 2.8925], [-1.1362, 1.4892, 1.9894], [-0.4470, 2.2134, 0.2056], [-0.8642, -0.7668, 0.6238], [-0.3293, 0.0698, -1.0576], [-1.4752, 2.8664, 3.4738], [0.1791, 3.1649, 2.5788], [-1.4954, 0.7615, 2.4751], [0.1650, -2.8029, 0.9539], [1.2691, -1.3008, 0.5904], [1.0048, -2.0686, 1.2999], [-0.4682, 4.0959, -2.4184], [-1.1110, 3.4910, -1.3946], [-0.2733, 3.4518, -1.8688], [3.2724, 1.5686, -2.4767], [2.4144, 2.8647, -1.9297], [2.6423, 1.9634, -1.8770], [-3.3692, -1.5548, 1.8115], [-3.0532, 0.0774, 1.8742], [-2.7003, -0.9621, 2.0240], [-2.6660, -2.2132, -2.0956], [-1.6484, -1.6141, -1.0893], [-2.4372, -2.1023, -1.1801], [-0.5007, -2.2018, -2.8623], [0.6590, -2.9305, -3.2483], [0.3197, -2.6252, -2.4657], [-1.5852, -3.3612, -0.2488], [-0.2942, -3.8976, -0.7966], [-0.6522, -3.6433, 0.0489], [1.6407, 0.6959, -2.7685], [0.5701, 1.5349, -3.2691], [1.0708, 0.8302, -3.6067], [3.0099, 1.7675, 0.3997], [2.7325, 1.8254, 1.9622], [2.4786, 1.3009, 1.1108], [-0.3625, -0.9751, 4.1275], [0.5687, -1.6780, 2.1763], [-0.2050, -0.7868, 3.1369], [2.8215, 0.0940, -0.5210], [2.3795, -1.1708, -1.2828], [1.9494, -0.5257, -0.6935], [0.3299, 0.2267, 3.1846], [0.8060, 2.1234, 4.3366], [0.0674, 1.7394, 3.9043], [-0.3411, -0.5921, -3.7952], [-1.8524, -0.3732, -4.1073], [-1.1878, -1.0851, -3.8336]], "atomic_forces_ev_per_a": [[-0.758, -0.093, -5.151], [-0.898, -0.741, 0.653], [-3.572, -2.716, 2.204], [1.715, 4.960, 0.139], [0.864, -0.601, 0.903], [0.345, 1.092, -1.046], [-0.034, 0.576, 2.002], [1.163, 0.901, -1.121], [0.278, 1.457, -1.621], [-0.967, -2.801, 1.771], [1.954, 1.532, -0.739], [-0.622, -1.670, 1.287], [-1.697, -0.508, -0.334], [-0.608, 5.180, -4.972], [0.032, -0.764, 0.701], [0.642, -4.413, 4.070], [0.369, 1.220, -0.612], [0.121, 1.623, -0.909], [0.343, -2.324, 1.958], [-2.306, -1.262, -0.753], [0.860, -4.736, 0.300], [0.767, 5.821, 0.283], [0.119, 0.146, -0.638], [1.332, 1.216, -0.262], [-1.849, -1.215, 0.883], [0.828, -0.409, 1.030], [1.979, -1.620, -2.932], [-2.349, 1.406, 2.182], [1.388, -0.125, 0.755], [0.945, -0.001, -0.649], [-1.951, 0.319, 0.697], [-1.415, -0.006, -1.877], [-1.455, 1.905, 0.448], [1.892, -2.311, 1.141], [-1.003, -0.457, 1.074], [-0.495, -1.476, -2.299], [1.733, 2.434, 1.526], [0.380, 0.298, -2.321], [0.624, 0.264, -0.986], [2.225, 2.770, 2.635], [-3.602, -2.118, -0.072], [-0.653, -0.369, 0.075], [4.390, 1.509, -0.215], [-2.150, -3.668, 0.298], [0.943, 0.979, 0.516], [0.277, -1.861, 0.349], [-0.064, 0.187, -0.105], [1.278, -1.632, 0.553], [-1.340, 2.102, -0.820]], "mulliken_charge": [0.448, -0.806, -0.586, -0.250, -0.115, 0.286, 0.021, 0.321, 0.447, 0.531, 0.520, 0.496, -0.600, 0.245, 0.281, -0.519, 0.327, 0.232, -0.567, 0.281, 0.333, -0.622, 0.339, 0.356, -0.609, 0.378, 0.245, -0.578, 0.429, 0.315, -0.704, 0.343, 0.302, -0.722, 0.291, 0.255, -0.594, 0.305, 0.566, -0.800, 0.320, 0.272, -0.549, 0.412, 0.288, -0.559, 0.347, 0.325, -0.676], "e_above_lowest_kj_mol": 395.79, "lumo_energy_ev": -2.55, "charge": 1}

{"formula": "C3H34NO12", "method": "ωB97M-V/def2-TZVPD", "elements": ["C", "C", "N", "C", "H", "H", "H", "H", "H", "H", "H", "H", "H", "H", "H", "H", "O", "H", "H", "O", "H", "H", "O", "H", "H", "O", "H", "H", "O", "H", "H", "O", "H", "H", "O", "H", "H", "O", "H", "H", "O", "H", "H", "O", "H", "H", "O", "H", "H", "O"], "positions_angstrom": [[-3.9500, -0.5998, -2.0711], [-2.4468, -0.7601, -1.8963], [-1.8530, 0.1987, -0.9098], [-0.7049, -0.4279, -0.1695], [-4.1940, -1.3742, -2.7973], [-4.4894, -0.8127, -1.1473], [-4.1653, 0.4284, -2.3512], [-2.0085, -1.7483, -1.8119], [-2.0098, -0.4262, -2.8375], [-2.4635, 0.3822, -0.1011], [-1.6165, 1.1010, -1.3339], [0.1150, 0.2585, 0.0283], [-0.3500, -1.3202, -0.6729], [-1.0387, -0.8105, 0.7908], [0.3023, 2.8771, -0.8588], [-0.6257, 2.9811, -2.1316], [0.0838, 2.4886, -1.7128], [-2.5720, 1.4826, -3.8648], [-1.4356, 2.4112, -4.2372], [-1.9108, 2.0572, -3.4807], [2.5890, 0.4978, -0.8616], [2.4243, 1.9273, -0.1783], [2.2567, 0.9878, -0.1360], [1.8453, -3.5263, 0.2182], [0.8701, -4.1322, 1.2093], [1.0529, -3.3242, 0.7190], [-2.9100, -2.3149, 2.2542], [-2.0189, -1.3457, 3.0376], [-2.6946, -1.3828, 2.3521], [2.5180, -2.0014, -1.9724], [3.4206, -2.7435, -1.0306], [3.0240, -1.8747, -1.1560], [-3.0298, 0.8869, 2.2615], [-1.6271, 1.1104, 1.9434], [-2.4949, 1.4414, 1.6713], [1.4228, 3.9156, 1.4357], [0.0421, 4.6077, 1.7368], [0.6713, 4.3503, 1.0609], [4.1369, -0.8231, 1.3733], [3.6838, 0.6872, 1.3550], [4.4328, 0.0881, 1.3734], [3.2413, -0.0663, 3.6393], [1.7707, 0.0590, 4.1518], [2.5356, 0.5390, 3.8276], [0.4262, -2.9034, -4.0386], [0.6256, -1.4566, -3.4522], [0.5173, -2.3847, -3.2351], [0.6023, -1.4813, 3.8841], [0.7926, -0.6626, 2.5492], [0.2205, -1.2671, 3.0313]], "atomic_forces_ev_per_a": [[0.793, -0.767, 0.888], [0.285, 1.346, -1.289], [0.088, -1.159, 1.518], [0.861, -0.348, 0.362], [-0.577, 0.461, -0.242], [-0.044, -0.057, -0.019], [-0.282, -0.139, -0.391], [-0.503, -0.200, 0.783], [0.149, -0.040, -0.132], [-0.530, 0.446, -0.427], [0.384, -0.093, -0.128], [-0.072, 0.185, -0.475], [0.260, 0.206, -0.423], [-0.473, 0.104, -0.025], [-0.237, 0.498, -0.023], [0.006, 0.347, 0.274], [0.122, -0.727, 0.098], [-0.351, -0.027, -0.198], [0.123, 0.087, -0.113], [-0.030, -0.065, 0.052], [0.894, -0.320, -1.175], [0.361, 0.039, -0.754], [-1.326, 0.428, 1.989], [0.048, 0.132, -0.143], [-0.070, 0.030, 0.055], [-0.145, -0.087, 0.114], [-0.039, -0.021, 0.081], [0.283, -0.150, -0.035], [-0.227, 0.126, -0.077], [-0.091, 0.003, 0.106], [0.339, 0.156, 0.009], [-0.243, -0.213, -0.293], [-0.438, 0.176, -0.271], [0.202, 0.397, -0.188], [0.230, -0.616, 0.348], [0.458, -0.153, 0.877], [0.223, -0.131, 0.327], [-0.659, 0.120, -1.265], [-0.439, 0.116, -0.219], [-0.401, -0.478, -0.207], [1.034, 0.091, 0.530], [0.553, -0.581, -0.085], [0.336, -0.031, 0.210], [-0.731, 0.897, -0.086], [0.075, 0.266, -0.206], [-0.043, -0.002, -0.491], [0.038, -0.117, 0.720], [0.279, -0.022, -0.061], [0.399, -0.109, 0.161], [-0.869, -0.006, -0.060]], "mulliken_charge": [-1.242, -0.561, 0.295, -0.864, 0.367, 0.369, 0.339, 0.523, 0.332, 0.403, 0.336, 0.393, 0.243, 0.154, 0.318, 0.288, -0.614, 0.240, 0.312, -0.580, 0.260, 0.270, -0.583, 0.231, 0.263, -0.452, 0.274, 0.275, -0.574, 0.274, 0.266, -0.530, 0.335, 0.309, -0.662, 0.322, 0.317, -0.627, 0.268, 0.315, -0.603, 0.344, 0.244, -0.613, 0.294, 0.328, -0.635, 0.282, 0.341, -0.584], "e_above_lowest_kj_mol": 0.00, "lumo_energy_ev": -2.50, "charge": 1}

{"formula": "C3H34NO15", "method": "ωB97M-V/def2-TZVPD", "elements": ["C", "O", "C", "C", "O", "N", "H", "H", "H", "H", "H", "H", "H", "H", "H", "H", "O", "H", "H", "O", "H", "H", "O", "H", "H", "O", "H", "H", "O", "H", "H", "O", "H", "H", "O", "H", "H", "O", "H", "H", "O", "H", "H", "O", "H", "H", "O", "H", "H", "O", "H", "H", "O"], "positions_angstrom": [[-1.0361, 0.8529, 1.2787], [-0.7598, 2.3024, 1.2717], [-0.0341, 0.1444, 0.3673], [1.3966, 0.1985, 0.8909], [2.3445, 0.3411, -0.1626], [-0.4741, -1.2628, 0.1932], [-2.0648, 0.8037, 0.8981], [-0.9703, 0.5596, 2.3257], [-0.0900, 0.5591, -0.6441], [1.6226, 0.9053, 1.6918], [1.6814, -0.8040, 1.2542], [2.0250, 0.9476, -0.8624], [-1.0798, -1.3028, -0.6353], [0.3195, -1.8308, -0.0875], [-0.3141, -1.2959, -2.7390], [-1.6967, -1.7647, -3.1414], [-1.0582, -1.8499, -2.4087], [0.1558, 0.2294, 4.6729], [1.1301, 0.7760, 3.7854], [1.0687, 0.0267, 4.4202], [1.5334, 2.9967, -0.5911], [1.1002, 4.3611, -0.1117], [1.4756, 3.5353, 0.2362], [2.8596, -2.4843, 2.6829], [2.8010, -3.6675, 1.7509], [3.2965, -2.8510, 1.9005], [0.6927, 0.8103, -2.9379], [1.3435, -0.4299, -3.4621], [0.5490, 0.0906, -3.6625], [0.0603, 2.4907, 0.7702], [1.3424, 2.6991, -2.8451], [1.0265, 2.1631, -2.0999], [2.4240, -2.3126, -1.3104], [2.6966, -0.9087, -1.6132], [2.5738, -1.7574, -2.0943], [1.4606, 3.0604, 3.5572], [0.1677, 2.4683, 2.6655], [0.5993, 2.6328, 3.5608], [-4.5847, -0.7016, -2.4581], [-3.5621, -0.2794, -1.3450], [-4.3383, -0.8256, -1.5338], [0.3089, -2.8856, 3.1823], [1.1459, -2.1699, 4.2715], [0.8146, -3.0191, 3.9789], [-1.6229, 1.9788, -1.3023], [-0.4909, 1.9371, -2.4052], [-1.5164, 1.8304, -2.2440], [-2.6235, 0.5256, -4.5854], [-2.3738, 0.4568, -3.1068], [-3.0675, 0.2556, -3.7804], [-3.3481, -2.6870, 0.3476], [-2.0355, -2.6981, 1.1653], [-2.8744, -3.1507, 1.0499]], "atomic_forces_ev_per_a": [[0.371, 1.829, -0.739], [0.075, -0.901, 0.107], [-0.733, -0.952, 0.167], [0.819, -1.188, -0.559], [0.222, 0.467, -0.674], [-0.129, 0.065, 0.400], [0.227, -0.589, 0.241], [-0.134, -0.528, -0.092], [0.251, 0.700, 0.330], [-0.354, 0.305, -0.160], [-0.486, 0.351, 0.468], [-0.189, 0.237, 0.275], [0.185, -0.147, 0.378], [0.020, 0.083, 0.031], [-0.364, -0.043, 0.047], [0.158, -0.045, 0.510], [-0.149, 0.095, -0.958], [0.112, -0.460, 0.483], [0.561, -0.222, 0.413], [-0.615, 0.446, -0.587], [-0.142, -0.044, -0.267], [0.091, -0.321, 0.321], [-0.038, 0.287, -0.295], [0.086, -0.103, -0.115], [0.146, 0.129, 0.058], [-0.282, -0.109, 0.051], [-0.144, -0.380, -1.106], [-0.072, -0.282, -0.470], [0.703, 0.302, 1.293], [-0.156, 0.256, -0.079], [0.048, -0.266, 0.375], [0.443, 0.059, -0.131], [0.037, -0.172, -0.552], [0.007, -0.288, -0.289], [0.008, 0.392, 0.895], [-0.265, 0.004, -0.756], [0.706, 1.009, 0.594], [-0.536, -0.689, 0.131], [0.585, 0.302, 0.080], [-0.347, -0.118, -0.533], [-0.207, -0.268, 0.670], [-0.276, 0.406, -0.325], [-0.216, 0.696, -0.092], [0.441, -0.859, 0.351], [0.083, 0.236, 0.136], [-1.262, 0.314, 0.916], [0.787, -0.156, -0.451], [-0.021, 0.075, -0.256], [-0.438, 0.387, -0.259], [0.390, -0.425, 0.156], [0.257, 0.049, 0.051], [0.213, 0.415, -0.319], [-0.477, -0.344, 0.138]], "mulliken_charge": [-0.978, -0.688, 2.541, -0.686, -0.736, -0.402, 0.263, 0.260, -1.083, 0.221, 0.058, 0.513, 0.297, 0.121, 0.408, 0.339, -0.653, 0.345, 0.285, -0.650, 0.353, 0.293, -0.698, 0.312, 0.326, -0.656, 0.439, 0.325, -0.790, 0.497, 0.067, -1.033, 0.283, 0.392, -0.703, 0.284, 0.481, -0.757, 0.345, 0.293, -0.650, 0.324, 0.332, -0.668, 0.283, 0.379, -0.801, 0.303, 0.385, -0.650, 0.347, 0.287, -0.697], "e_above_lowest_kj_mol": 187.90, "lumo_energy_ev": 2.67, "charge": -1}